C24H19F5N14O3S3ScTe | ωB97M-V/def2-TZVPD

Geometry (Å):
Sc (0.476, 0.407, -1.399)
N (4.015, 1.632, -1.628)
C (3.112, 2.336, -0.854)
N (3.461, 3.004, 0.229)
N (2.294, 3.480, 0.720)
N (1.319, 3.132, -0.031)
N (1.791, 2.402, -1.089)
C (3.703, 0.356, -2.073)
N (4.621, -0.531, -2.405)
N (3.913, -1.632, -2.747)
N (2.653, -1.414, -2.632)
N (2.473, -0.139, -2.194)
H (4.962, 1.713, -1.293)
N (-2.079, 2.195, 2.087)
C (-1.948, 1.565, 3.340)
C (-2.890, 1.768, 4.334)
C (-2.744, 1.136, 5.563)
C (-1.677, 0.280, 5.780)
C (-0.752, 0.055, 4.766)
C (-0.873, 0.718, 3.557)
S (0.356, 0.519, 2.315)
N (-0.480, 0.931, 0.877)
C (-1.505, 1.690, 0.945)
C (-2.187, 2.063, -0.320)
C (-3.002, 3.180, -0.422)
C (-3.650, 3.417, -1.621)
C (-3.471, 2.529, -2.663)
C (-2.592, 1.476, -2.486)
N (-1.951, 1.243, -1.341)
H (-2.970, 2.638, 1.942)
H (-3.730, 2.428, 4.151)
H (-3.473, 1.310, 6.343)
H (-1.566, -0.223, 6.731)
H (0.074, -0.630, 4.913)
H (-3.089, 3.886, 0.392)
H (-4.271, 4.294, -1.741)
H (-3.947, 2.675, -3.621)
H (-2.366, 0.803, -3.301)
O (-2.701, -2.535, -2.249)
C (-2.296, -3.603, -1.531)
C (-3.092, -4.747, -1.590)
C (-2.744, -5.878, -0.879)
C (-1.595, -5.890, -0.093)
C (-0.807, -4.758, -0.030)
C (-1.138, -3.601, -0.737)
C (-0.277, -2.398, -0.626)
O (-0.519, -1.388, -1.427)
N (0.660, -2.396, 0.261)
N (1.420, -1.229, 0.220)
C (2.475, -1.344, 0.936)
S (3.591, -0.040, 1.195)
C (4.966, -1.161, 1.552)
C (4.421, -2.252, 2.451)
S (2.872, -2.867, 1.725)
H (-2.003, -1.852, -2.148)
H (-3.979, -4.718, -2.210)
H (-3.371, -6.759, -0.939)
H (-1.317, -6.778, 0.459)
H (0.093, -4.738, 0.571)
H (5.743, -0.576, 2.045)
H (5.348, -1.557, 0.611)
H (4.222, -1.867, 3.451)
H (5.108, -3.096, 2.520)
F (-0.330, 3.592, -2.149)
Te (0.456, 2.954, -3.729)
F (-1.221, 3.527, -4.381)
F (1.038, 4.710, -3.845)
F (2.276, 2.594, -3.734)
F (0.663, 2.686, -5.562)
O (0.026, 1.270, -3.260)

## Properties
- E_HOMO (Ha) = -0.2002
- charge = -1
- LUMO energy (eV) = 1.61
- frontier orbital gap (eV) = 7.06
- energy relative to the best compared isomer or geometry (same formula, charge and spin) (eV) = 0.4691

---

C24H19I2N4OS2Sc | ωB97M-V/def2-TZVPD

Geometry (Å):
Sc (0.236, 0.546, 0.520)
I (-1.129, -0.552, 7.451)
C (-0.644, 0.327, 5.621)
C (0.671, 0.661, 5.345)
C (0.996, 1.205, 4.112)
I (2.978, 1.590, 3.612)
C (0.014, 1.431, 3.141)
O (0.316, 1.886, 1.932)
C (-1.317, 1.076, 3.440)
C (-2.332, 1.211, 2.340)
N (-2.023, 0.298, 1.207)
C (-2.277, -1.118, 1.512)
C (-1.109, -1.773, 2.199)
C (-1.296, -2.852, 3.048)
C (-0.191, -3.460, 3.617)
C (1.071, -2.972, 3.319)
C (1.176, -1.892, 2.463)
N (0.109, -1.303, 1.910)
C (-1.636, 0.534, 4.671)
H (1.448, 0.481, 6.076)
H (-2.315, 2.228, 1.942)
H (-3.334, 1.005, 2.730)
H (-2.609, 0.559, 0.419)
H (-2.434, -1.642, 0.566)
H (-3.179, -1.238, 2.122)
H (-2.297, -3.200, 3.264)
H (-0.313, -4.301, 4.286)
H (1.963, -3.411, 3.741)
H (2.139, -1.478, 2.194)
H (-2.660, 0.252, 4.883)
C (1.427, 1.248, -3.890)
C (0.366, 1.782, -2.974)
C (-0.985, 1.617, -3.261)
C (-1.967, 2.057, -2.386)
C (-1.614, 2.682, -1.199)
C (-0.264, 2.894, -0.910)
C (0.714, 2.445, -1.797)
H (2.308, 0.949, -3.322)
H (1.734, 2.007, -4.613)
H (1.063, 0.382, -4.441)
H (-1.273, 1.100, -4.168)
H (-3.011, 1.909, -2.633)
H (-2.376, 3.053, -0.524)
H (0.021, 3.438, -0.017)
H (1.760, 2.612, -1.571)
S (2.434, -0.209, -0.288)
C (1.471, -1.281, -1.298)
S (-0.264, -1.105, -1.342)
C (2.103, -2.231, -2.060)
C (1.372, -3.107, -2.909)
N (0.782, -3.818, -3.595)
C (3.519, -2.369, -2.046)
N (4.665, -2.477, -2.043)

## Properties
- E_HOMO (Ha) = -0.2921
- LUMO energy (eV) = -0.37
- frontier orbital gap (eV) = 7.58
- energy relative to the best compared isomer or geometry (same formula, charge and spin) (eV) = 0.0159

---

C24H20BrFeN7O4 | ωB97M-V/def2-TZVPD

Geometry (Å):
Fe (-0.588, 1.171, 0.015)
O (-3.190, 3.918, 0.980)
C (-2.532, 2.922, 0.738)
O (-1.692, 2.753, -0.212)
C (-2.681, 1.743, 1.687)
C (-3.555, 1.853, 2.790)
C (-3.678, 0.793, 3.631)
C (-2.969, -0.402, 3.357)
C (-3.075, -1.549, 4.181)
C (-2.394, -2.689, 3.874)
C (-1.577, -2.732, 2.721)
C (-1.450, -1.640, 1.912)
C (-2.140, -0.446, 2.218)
N (-1.984, 0.659, 1.421)
H (-4.084, 2.786, 2.917)
H (-4.321, 0.839, 4.502)
H (-3.714, -1.499, 5.054)
H (-2.480, -3.563, 4.506)
H (-1.052, -3.644, 2.468)
H (-0.848, -1.674, 1.021)
Br (-0.813, -2.294, -3.631)
C (0.697, -2.759, -2.592)
C (1.431, -3.846, -3.053)
C (2.550, -4.280, -2.364)
C (2.947, -3.628, -1.206)
C (2.219, -2.541, -0.757)
C (1.089, -2.084, -1.435)
C (0.387, -0.895, -0.841)
O (0.977, -0.243, 0.079)
O (-0.763, -0.543, -1.214)
H (1.111, -4.350, -3.955)
H (3.108, -5.131, -2.734)
H (3.818, -3.964, -0.658)
H (2.509, -2.008, 0.137)
N (3.776, 2.379, 2.720)
N (2.426, 2.109, 2.551)
N (1.666, 1.706, 3.538)
C (0.482, 1.658, 2.940)
N (0.556, 2.016, 1.654)
N (1.822, 2.316, 1.428)
H (4.051, 1.931, 3.586)
H (4.275, 1.969, 1.938)
H (-0.429, 1.367, 3.434)
N (0.651, 2.168, -1.276)
C (0.678, 1.757, -2.650)
C (1.760, 1.045, -3.141)
C (1.768, 0.639, -4.471)
C (0.706, 0.949, -5.302)
C (-0.381, 1.653, -4.797)
C (-0.402, 2.052, -3.472)
H (1.589, 2.152, -0.890)
H (0.289, 3.114, -1.176)
H (2.594, 0.808, -2.489)
H (2.612, 0.078, -4.852)
H (0.716, 0.629, -6.335)
H (-1.221, 1.887, -5.438)
H (-1.249, 2.588, -3.059)

## Properties
- E_HOMO (alpha / beta) (Ha) = -0.3084 / -0.3057
- LUMO energy (alpha / beta) (eV) = -0.25 / -0.25
- frontier orbital gap (alpha / beta) (eV) = 8.14 / 8.07
- energy relative to the best compared isomer or geometry (same formula, charge and spin) (eV) = 0.3153

---

C24H20Cl2OSi2 | ωB97M-V/def2-TZVPD

Geometry (Å):
Cl (0.589, 1.160, -3.440)
Si (-0.420, 0.188, -1.890)
O (-0.055, 0.922, -0.410)
Si (0.137, 0.540, 1.209)
Cl (-1.331, -0.868, 1.776)
C (1.839, -0.114, 1.563)
C (2.667, -0.298, 0.437)
C (3.912, -0.881, 0.622)
C (4.340, -1.226, 1.880)
C (3.535, -1.034, 2.949)
C (2.280, -0.500, 2.789)
C (-0.107, 2.115, 2.159)
C (-0.867, 2.144, 3.317)
C (-0.880, 3.299, 4.072)
C (-0.262, 4.440, 3.613)
C (0.436, 4.423, 2.402)
C (0.529, 3.242, 1.699)
C (-2.215, 0.258, -2.146)
C (-2.998, -0.009, -1.090)
C (-4.395, 0.007, -1.267)
C (-4.900, 0.132, -2.555)
C (-4.086, 0.305, -3.653)
C (-2.729, 0.394, -3.439)
C (0.168, -1.554, -1.976)
C (0.080, -2.424, -0.908)
C (0.513, -3.736, -1.053)
C (1.130, -4.157, -2.210)
C (1.314, -3.244, -3.227)
C (0.817, -1.972, -3.129)
H (2.362, 0.080, -0.535)
H (4.564, -0.970, -0.206)
H (5.317, -1.621, 2.042)
H (3.869, -1.410, 3.900)
H (1.648, -0.404, 3.641)
H (-1.320, 1.264, 3.687)
H (-1.394, 3.322, 5.015)
H (-0.268, 5.324, 4.258)
H (0.916, 5.324, 2.027)
H (1.096, 3.202, 0.782)
H (-2.544, -0.147, -0.135)
H (-5.014, 0.001, -0.409)
H (-5.951, 0.103, -2.715)
H (-4.507, 0.374, -4.647)
H (-2.083, 0.531, -4.270)
H (-0.436, -2.138, 0.003)
H (0.395, -4.438, -0.233)
H (1.644, -5.110, -2.246)
H (1.804, -3.585, -4.114)
H (0.863, -1.253, -3.937)

## Properties
- E_HOMO (Ha) = -0.3386
- LUMO energy (eV) = 0.62
- structure (SMILES) = Cl[Si](O[Si](Cl)(c1ccccc1)c1ccccc1)(c1ccccc1)c1ccccc1
- frontier orbital gap (eV) = 9.84
- energy relative to the best compared isomer or geometry (same formula, charge and spin) (eV) = 0.0000

---

C24H20ClN4PS2W | ωB97M-V/def2-TZVPD

Geometry (Å):
W (-1.528, 0.241, 0.421)
N (-4.354, -1.254, -1.272)
C (-3.714, -1.953, -0.335)
N (-2.768, -1.439, 0.502)
C (-2.364, -2.409, 1.457)
C (-2.887, -3.614, 1.261)
S (-3.996, -3.609, -0.069)
C (-1.568, -1.851, 2.536)
C (-1.120, -2.418, 3.649)
S (-0.452, -1.249, 4.727)
C (-0.808, 0.005, 3.621)
N (-1.350, -0.442, 2.450)
N (-0.567, 1.270, 3.942)
H (-4.483, -0.258, -1.173)
H (-5.071, -1.716, -1.820)
H (-2.737, -4.512, 1.843)
H (-1.182, -3.460, 3.933)
H (-0.205, 1.477, 4.865)
H (-1.059, 2.027, 3.496)
Cl (-0.887, 2.494, 1.101)
C (0.903, 2.613, 1.122)
C (1.465, 3.715, 1.710)
C (2.862, 3.796, 1.685)
C (3.629, 2.802, 1.091)
C (3.023, 1.701, 0.494)
C (1.634, 1.603, 0.495)
P (0.769, 0.287, -0.317)
C (-0.332, 1.054, -1.573)
C (-0.074, 2.289, -2.176)
C (-0.864, 2.695, -3.250)
C (-1.936, 1.917, -3.680)
C (-2.235, 0.701, -3.054)
C (-1.437, 0.278, -1.999)
C (1.754, -1.014, -0.939)
C (2.023, -1.122, -2.309)
C (2.878, -2.122, -2.734)
C (3.444, -2.998, -1.811)
C (3.166, -2.889, -0.449)
C (2.315, -1.896, 0.002)
H (0.871, 4.496, 2.170)
H (3.342, 4.653, 2.141)
H (4.708, 2.887, 1.086)
H (3.622, 0.928, 0.025)
H (0.751, 2.907, -1.843)
H (-0.643, 3.629, -3.753)
H (-2.542, 2.251, -4.514)
H (-3.048, 0.088, -3.418)
H (-1.489, -0.779, -1.681)
H (1.595, -0.432, -3.027)
H (3.111, -2.217, -3.786)
H (4.114, -3.775, -2.157)
H (3.618, -3.575, 0.255)
H (2.103, -1.800, 1.061)

## Properties
- E_HOMO (alpha / beta) (Ha) = -0.7295 / -0.7290
- charge = +4
- LUMO energy (alpha / beta) (eV) = -14.87 / -14.74
- frontier orbital gap (alpha / beta) (eV) = 4.98 / 5.10

---

C24H20F2O3 | ωB97M-V/def2-TZVPD

Geometry (Å):
F (-2.874, 2.769, 2.961)
C (-2.678, 1.408, 2.917)
C (-3.777, 0.581, 2.689)
C (-3.568, -0.805, 2.621)
C (-2.298, -1.328, 2.740)
C (-1.170, -0.476, 2.954)
C (0.115, -1.086, 3.048)
C (1.393, -0.485, 2.841)
C (2.540, -1.327, 2.952)
C (3.817, -0.815, 2.945)
C (4.027, 0.564, 2.766)
C (2.912, 1.375, 2.550)
F (3.109, 2.720, 2.334)
C (1.614, 0.890, 2.520)
C (-1.397, 0.921, 3.110)
H (-4.771, 1.008, 2.605)
H (-4.409, -1.480, 2.453)
H (-2.119, -2.398, 2.628)
H (0.114, -2.180, 3.160)
H (2.372, -2.401, 3.013)
H (4.664, -1.492, 3.063)
H (5.022, 0.996, 2.789)
H (0.803, 1.541, 2.212)
H (-0.593, 1.598, 3.377)
C (-4.840, -4.719, 5.713)
C (-3.720, -4.774, 4.702)
O (-2.463, -4.515, 5.345)
C (-1.421, -4.295, 4.473)
C (-0.216, -3.932, 5.182)
C (1.080, -4.063, 4.645)
C (2.251, -3.935, 5.596)
C (2.143, -3.577, 6.952)
C (3.288, -3.385, 7.739)
C (4.558, -3.565, 7.189)
C (4.686, -3.966, 5.850)
C (3.539, -4.186, 5.084)
O (1.320, -4.220, 3.429)
O (-1.598, -4.370, 3.255)
H (-5.781, -4.924, 5.196)
H (-4.720, -5.461, 6.509)
H (-4.913, -3.727, 6.169)
H (-3.692, -5.759, 4.216)
H (-3.876, -4.014, 3.927)
H (-0.327, -3.967, 6.264)
H (1.165, -3.445, 7.406)
H (3.170, -3.064, 8.778)
H (5.449, -3.388, 7.793)
H (5.667, -4.088, 5.390)
H (3.649, -4.552, 4.061)

## Properties
- E_HOMO (Ha) = -0.2611
- LUMO energy (eV) = -3.15
- frontier orbital gap (eV) = 3.96